[1]
{
  "formula": "C2H17NO8",
  "method": "the ωB97M-V functional and the def2-TZVPD basis",
  "relative_energy_kcal_mol": 22.0,
  "homo_energy_ev": -9.80,
  "lumo_ev": 0.05,
  "smiles": "NCC(=O)O.O.O.O.O.O.O",
  "symbols": ["N", "C", "C", "O", "O", "H", "H", "H", "H", "H", "O", "H", "H", "O", "H", "H", "O", "H", "H", "O", "H", "H", "O", "H", "H", "O", "H", "H"],
  "xyz": [[0.29983, 0.54065, -2.63683], [0.76839, -0.81458, -2.46101], [1.90036, -1.13802, -1.57128], [2.53268, -2.15552, -1.40075], [2.49609, 0.01873, -0.98738], [1.06894, 1.16876, -2.88003], [-0.13226, 0.85230, -1.76712], [1.09155, -1.22022, -3.54383], [-0.11579, -1.41739, -2.28075], [3.31067, -0.19785, -0.47485], [-1.57802, 2.52336, -0.22886], [-1.24833, 2.77100, 0.67090], [-2.51318, 2.78304, -0.09289], [0.38223, 2.43704, 2.43684], [1.01881, 2.90677, 1.89346], [0.20678, 1.67737, 1.92387], [-0.16917, -0.50788, 2.73161], [-0.04586, -1.23993, 2.16335], [0.58579, -0.72666, 3.37358], [1.15936, -3.07305, 1.09821], [0.53535, -3.62316, 0.77437], [2.04842, -3.30398, 0.84874], [-2.31308, 1.14425, 2.34444], [-1.77345, 0.69509, 3.00706], [-2.07009, 0.93043, 1.45660], [-2.71711, -0.51797, -1.73598], [-2.57232, 0.43783, -1.65665], [-2.15656, -0.95041, -1.00482]],
  "atomic_forces_ev_per_a": [[0.47, 0.17, 0.50], [-0.51, -0.70, -3.52], [4.27, 1.11, 1.93], [-1.59, -0.21, -0.58], [-1.10, -0.30, -0.36], [-0.38, -0.20, 0.31], [0.19, 0.30, -0.34], [-0.40, 0.75, 2.34], [0.08, -0.39, 0.44], [-0.99, -0.43, -0.73], [-0.63, 0.48, 1.41], [0.12, -0.31, -0.79], [0.50, -0.25, -0.50], [0.38, 1.54, 0.44], [0.25, 0.29, 0.11], [-0.45, -1.80, -0.57], [2.08, 0.25, 2.47], [-0.09, -1.43, -1.49], [-1.64, 0.93, -1.04], [2.28, 3.56, 2.45], [-2.57, -3.05, -1.86], [0.09, -0.38, -0.53], [-1.14, 0.84, 1.06], [0.16, -0.16, -0.79], [0.57, -0.61, -0.45], [1.26, -0.90, 1.63], [0.14, -0.35, 0.09], [-1.39, 1.24, -1.65]],
  "mulliken_charge": [-0.4952, -0.5724, 0.8115, -0.6231, -0.4861, 0.2662, 0.1632, 0.2796, 0.3203, 0.3317, -0.6128, 0.3278, 0.3245, -0.5844, 0.3065, 0.2811, -0.5904, 0.2652, 0.3079, -0.5629, 0.2752, 0.2812, -0.6202, 0.3366, 0.2795, -0.6271, 0.3104, 0.3062]
}


[2]
{
  "formula": "C2H18N4O7",
  "method": "the ωB97M-V functional and the def2-TZVPD basis",
  "relative_energy_kcal_mol": 46.2,
  "homo_energy_ev": -8.37,
  "lumo_ev": -0.08,
  "smiles": "NC(N)=O.NC(N)=O.O.O.O.O.O",
  "symbols": ["N", "C", "N", "O", "H", "H", "H", "H", "N", "C", "N", "O", "H", "H", "H", "H", "O", "H", "H", "O", "H", "H", "O", "H", "H", "O", "H", "H", "O", "H", "H"],
  "xyz": [[-18.88841, -4.52810, 18.62680], [-19.90688, -4.12064, 19.25056], [-20.71463, -3.56931, 18.39238], [-20.20274, -4.33522, 20.42515], [-18.88836, -4.63038, 17.62199], [-18.33071, -5.12232, 19.22344], [-20.23317, -3.41405, 17.51820], [-21.70623, -3.41200, 18.50225], [-20.69012, -1.97351, 24.75689], [-21.59269, -2.85501, 24.38006], [-21.25601, -3.61059, 23.32621], [-22.77504, -2.86087, 24.72674], [-21.01612, -1.17489, 25.28227], [-19.82139, -2.10783, 24.25953], [-21.97908, -4.22197, 22.97482], [-20.87141, -3.16124, 22.50752], [-15.24401, -4.97336, 23.58078], [-14.75866, -5.76815, 23.80208], [-15.72352, -5.19908, 22.78369], [-18.33808, -1.72926, 22.58732], [-18.28165, -1.84532, 21.63885], [-17.43000, -1.76490, 22.88790], [-15.84369, -2.12648, 23.26398], [-16.02490, -2.84931, 22.66322], [-15.81612, -2.53478, 24.12929], [-18.29954, -7.41968, 21.12747], [-19.02169, -7.52191, 20.50757], [-18.23454, -8.26981, 21.56252], [-18.02876, -4.88540, 21.95443], [-18.73645, -4.47184, 21.46009], [-18.09405, -5.81483, 21.73504]],
  "atomic_forces_ev_per_a": [[6.36, -2.79, -1.01], [-4.58, 0.03, 2.95], [-2.55, 2.38, -2.61], [0.36, 0.22, 0.50], [0.34, -0.26, 0.53], [0.75, -0.01, -0.60], [-1.30, 0.51, -0.19], [0.48, 0.13, 0.20], [1.22, 0.23, 0.66], [-3.97, 0.87, -1.07], [1.23, -2.09, -2.40], [0.13, -0.10, 1.54], [0.55, -0.20, -0.20], [0.39, 1.01, 0.35], [-0.18, 0.10, 0.63], [0.71, 0.15, 0.36], [0.19, 0.12, 0.16], [0.16, -0.13, 0.13], [-0.51, -0.03, -0.26], [-1.32, 0.20, -0.27], [-0.14, -0.02, -0.19], [0.68, 0.17, 0.44], [0.25, 0.59, -0.09], [0.24, -0.56, -0.05], [0.12, -0.33, 0.22], [0.16, -0.34, -0.29], [-0.32, 0.06, -0.13], [0.08, -0.20, 0.23], [1.34, 0.50, 0.38], [-0.69, 0.16, 0.01], [-0.16, -0.36, 0.08]],
  "mulliken_charge": [-0.3872, 0.6803, -0.4283, -0.7254, 0.2095, 0.2272, 0.1443, 0.2196, -0.3558, 0.5591, -0.3447, -0.6971, 0.2131, 0.2462, 0.2215, 0.1461, -0.6062, 0.2746, 0.3013, -0.6254, 0.2362, 0.4449, -0.7140, 0.3278, 0.3271, -0.6265, 0.3032, 0.2656, -0.5126, 0.2626, 0.4132]
}


[3]
{
  "formula": "C2H19FeO10",
  "method": "the ωB97M-V functional and the def2-TZVPD basis",
  "relative_energy_kcal_mol": 20.2,
  "charge": 1,
  "homo_energy_ev": [-12.77, -12.77],
  "lumo_ev": [-6.91, -7.14],
  "s2": 6.007,
  "spin_multiplicity": 5,
  "symbols": ["Fe", "C", "C", "O", "O", "H", "H", "H", "O", "H", "H", "O", "H", "H", "O", "H", "H", "O", "H", "H", "O", "H", "H", "O", "H", "H", "O", "H", "H", "O", "H", "H"],
  "xyz": [[3.48546, 0.69827, -1.70386], [-0.14006, -0.48729, -1.75421], [0.41957, 0.52412, -0.79573], [1.64703, 0.89191, -0.99177], [-0.22270, 1.04297, 0.12095], [0.63642, -1.21317, -1.98837], [-0.48342, 0.02390, -2.65424], [-0.99155, -0.99690, -1.30817], [-2.07682, -2.86241, 0.29029], [-1.54576, -2.39294, 0.95849], [-2.86707, -2.31603, 0.16547], [-3.81909, -0.98746, -1.13409], [-4.70367, -1.13398, -1.49326], [-3.24908, -1.58069, -1.63988], [-2.99452, 1.73178, -0.01993], [-2.04371, 1.61960, 0.11934], [-3.28160, 0.90293, -0.42742], [2.10895, 1.45332, 1.86953], [1.42092, 1.36383, 1.18032], [1.67980, 1.91342, 2.59900], [-0.12024, -1.27159, 1.89695], [-0.71462, -1.07989, 2.63339], [-0.14312, -0.47757, 1.34244], [4.16524, 1.47040, 0.07146], [4.91013, 1.13719, 0.59711], [3.48036, 1.76548, 0.73954], [2.32443, -3.17485, -0.26372], [1.51592, -3.18280, -0.78826], [2.52647, -4.10782, -0.12732], [-0.24122, 3.90554, 0.63431], [-0.32890, 3.00556, 0.28570], [-0.35355, 3.81517, 1.58594]],
  "atomic_forces_ev_per_a": [[-2.39, 0.57, 2.20], [-0.17, -0.06, 0.44], [-1.11, 0.13, -0.11], [2.88, -0.01, -1.23], [0.76, -0.66, -0.54], [-0.07, -0.02, -0.21], [0.13, 0.03, -0.05], [0.06, -0.03, 0.07], [0.08, 0.37, -0.06], [-0.03, -0.18, -0.21], [0.07, -0.13, 0.26], [0.03, -0.19, -0.16], [0.04, 0.09, 0.10], [-0.11, 0.07, -0.06], [0.17, -0.05, -0.04], [-0.47, -0.07, -0.05], [-0.01, 0.04, 0.07], [0.18, 0.03, -0.68], [0.03, 0.17, 0.48], [0.16, 0.07, -0.01], [-0.20, 0.01, -0.08], [0.14, 0.03, -0.01], [-0.20, -0.10, 0.32], [0.47, -0.23, -0.36], [-0.09, 0.09, -0.14], [-0.42, -0.31, 0.05], [0.05, 0.17, -0.35], [-0.07, -0.13, 0.21], [0.01, 0.08, 0.06], [0.26, -0.23, -0.08], [-0.04, 0.36, 0.21], [-0.16, 0.08, -0.06]],
  "lowdin_spin": [3.7795, 0.0039, 0.0142, 0.1246, 0.0184, 0.0007, 0.0001, 0.0005, 0.0000, 0.0000, 0.0000, 0.0000, 0.0000, 0.0000, 0.0003, 0.0000, 0.0000, 0.0013, 0.0000, 0.0001, 0.0003, 0.0000, 0.0001, 0.0513, 0.0026, 0.0014, 0.0005, 0.0000, 0.0000, 0.0001, 0.0000, 0.0000]
}


[4]
{
  "formula": "C2H20BrO8",
  "method": "the ωB97M-V functional and the def2-TZVPD basis",
  "relative_energy_kcal_mol": 9.6,
  "charge": -1,
  "homo_energy_ev": -6.54,
  "lumo_ev": 2.99,
  "symbols": ["Br", "C", "C", "O", "H", "H", "H", "H", "H", "H", "O", "H", "H", "O", "H", "H", "O", "H", "H", "O", "H", "H", "O", "H", "H", "O", "H", "H", "O", "H", "H"],
  "xyz": [[-9.44291, 24.68889, 9.74024], [-12.02633, 19.53756, 10.19461], [-10.71892, 20.29506, 10.32075], [-10.96551, 21.56387, 10.87548], [-11.93808, 18.64507, 9.57512], [-12.81053, 20.15494, 9.75645], [-12.46005, 19.26797, 11.15758], [-10.16673, 20.41194, 9.38826], [-10.03005, 19.84782, 11.03736], [-10.75930, 22.30024, 10.29510], [-11.80930, 26.18177, 11.45655], [-12.10559, 26.91176, 10.91289], [-11.22184, 25.68281, 10.88896], [-7.80864, 21.27530, 10.16506], [-8.24360, 22.11851, 10.29171], [-7.81748, 20.86820, 11.03133], [-9.73914, 24.09897, 12.88843], [-9.48666, 23.99832, 11.97063], [-9.46550, 23.28110, 13.30369], [-8.62296, 24.33136, 6.22543], [-7.74395, 24.65559, 6.42151], [-9.07477, 24.33746, 7.06927], [-6.51355, 26.76022, 8.96649], [-6.33169, 26.38925, 8.10304], [-7.12053, 26.14039, 9.37099], [-8.90580, 26.95589, 12.12448], [-8.55856, 27.76085, 11.74016], [-8.77870, 26.29207, 11.44668], [-10.98053, 26.83331, 7.36573], [-11.61454, 27.23010, 7.96308], [-10.55941, 26.14736, 7.88378]],
  "atomic_forces_ev_per_a": [[0.29, -0.36, -0.64], [-0.40, -0.12, -0.14], [0.13, 0.50, 0.11], [-0.40, 0.62, 0.71], [0.11, -0.14, 0.08], [0.24, 0.24, -0.32], [0.35, -0.15, 0.20], [-0.19, -0.31, -0.17], [-0.03, -0.69, -0.16], [0.10, 0.06, -0.30], [-0.85, 0.24, 0.37], [0.01, 0.17, -0.08], [0.46, -0.30, -0.17], [0.38, -0.33, -0.19], [-0.23, 0.56, -0.07], [-0.03, -0.07, 0.19], [-0.02, 0.00, 0.75], [-0.01, 0.07, -0.52], [-0.03, -0.22, 0.09], [0.06, -0.11, -0.60], [0.11, 0.04, 0.11], [-0.16, -0.01, 0.55], [0.42, 0.39, 0.00], [-0.02, -0.05, -0.16], [-0.48, -0.35, 0.18], [0.22, 0.52, 0.58], [0.10, 0.18, -0.15], [-0.14, -0.40, -0.29], [-0.21, 0.36, -0.51], [-0.09, 0.04, 0.16], [0.30, -0.35, 0.39]],
  "mulliken_charge": [-0.8841, -1.1064, -0.0824, -0.4188, 0.3510, 0.3006, 0.2715, 0.3735, 0.1216, 0.2255, -0.5610, 0.2766, 0.3279, -0.6559, 0.2852, 0.3078, -0.5333, 0.2092, 0.2549, -0.6455, 0.2867, 0.2863, -0.6202, 0.2866, 0.3276, -0.5464, 0.2829, 0.2820, -0.6338, 0.2917, 0.3388]
}


Please write out number 2 again, unchanged.
{
  "formula": "C2H18N4O7",
  "method": "the ωB97M-V functional and the def2-TZVPD basis",
  "relative_energy_kcal_mol": 46.2,
  "homo_energy_ev": -8.37,
  "lumo_ev": -0.08,
  "smiles": "NC(N)=O.NC(N)=O.O.O.O.O.O",
  "symbols": ["N", "C", "N", "O", "H", "H", "H", "H", "N", "C", "N", "O", "H", "H", "H", "H", "O", "H", "H", "O", "H", "H", "O", "H", "H", "O", "H", "H", "O", "H", "H"],
  "xyz": [[-18.88841, -4.52810, 18.62680], [-19.90688, -4.12064, 19.25056], [-20.71463, -3.56931, 18.39238], [-20.20274, -4.33522, 20.42515], [-18.88836, -4.63038, 17.62199], [-18.33071, -5.12232, 19.22344], [-20.23317, -3.41405, 17.51820], [-21.70623, -3.41200, 18.50225], [-20.69012, -1.97351, 24.75689], [-21.59269, -2.85501, 24.38006], [-21.25601, -3.61059, 23.32621], [-22.77504, -2.86087, 24.72674], [-21.01612, -1.17489, 25.28227], [-19.82139, -2.10783, 24.25953], [-21.97908, -4.22197, 22.97482], [-20.87141, -3.16124, 22.50752], [-15.24401, -4.97336, 23.58078], [-14.75866, -5.76815, 23.80208], [-15.72352, -5.19908, 22.78369], [-18.33808, -1.72926, 22.58732], [-18.28165, -1.84532, 21.63885], [-17.43000, -1.76490, 22.88790], [-15.84369, -2.12648, 23.26398], [-16.02490, -2.84931, 22.66322], [-15.81612, -2.53478, 24.12929], [-18.29954, -7.41968, 21.12747], [-19.02169, -7.52191, 20.50757], [-18.23454, -8.26981, 21.56252], [-18.02876, -4.88540, 21.95443], [-18.73645, -4.47184, 21.46009], [-18.09405, -5.81483, 21.73504]],
  "atomic_forces_ev_per_a": [[6.36, -2.79, -1.01], [-4.58, 0.03, 2.95], [-2.55, 2.38, -2.61], [0.36, 0.22, 0.50], [0.34, -0.26, 0.53], [0.75, -0.01, -0.60], [-1.30, 0.51, -0.19], [0.48, 0.13, 0.20], [1.22, 0.23, 0.66], [-3.97, 0.87, -1.07], [1.23, -2.09, -2.40], [0.13, -0.10, 1.54], [0.55, -0.20, -0.20], [0.39, 1.01, 0.35], [-0.18, 0.10, 0.63], [0.71, 0.15, 0.36], [0.19, 0.12, 0.16], [0.16, -0.13, 0.13], [-0.51, -0.03, -0.26], [-1.32, 0.20, -0.27], [-0.14, -0.02, -0.19], [0.68, 0.17, 0.44], [0.25, 0.59, -0.09], [0.24, -0.56, -0.05], [0.12, -0.33, 0.22], [0.16, -0.34, -0.29], [-0.32, 0.06, -0.13], [0.08, -0.20, 0.23], [1.34, 0.50, 0.38], [-0.69, 0.16, 0.01], [-0.16, -0.36, 0.08]],
  "mulliken_charge": [-0.3872, 0.6803, -0.4283, -0.7254, 0.2095, 0.2272, 0.1443, 0.2196, -0.3558, 0.5591, -0.3447, -0.6971, 0.2131, 0.2462, 0.2215, 0.1461, -0.6062, 0.2746, 0.3013, -0.6254, 0.2362, 0.4449, -0.7140, 0.3278, 0.3271, -0.6265, 0.3032, 0.2656, -0.5126, 0.2626, 0.4132]
}


Repeat the first record exactly.
{
  "formula": "C2H17NO8",
  "method": "the ωB97M-V functional and the def2-TZVPD basis",
  "relative_energy_kcal_mol": 22.0,
  "homo_energy_ev": -9.80,
  "lumo_ev": 0.05,
  "smiles": "NCC(=O)O.O.O.O.O.O.O",
  "symbols": ["N", "C", "C", "O", "O", "H", "H", "H", "H", "H", "O", "H", "H", "O", "H", "H", "O", "H", "H", "O", "H", "H", "O", "H", "H", "O", "H", "H"],
  "xyz": [[0.29983, 0.54065, -2.63683], [0.76839, -0.81458, -2.46101], [1.90036, -1.13802, -1.57128], [2.53268, -2.15552, -1.40075], [2.49609, 0.01873, -0.98738], [1.06894, 1.16876, -2.88003], [-0.13226, 0.85230, -1.76712], [1.09155, -1.22022, -3.54383], [-0.11579, -1.41739, -2.28075], [3.31067, -0.19785, -0.47485], [-1.57802, 2.52336, -0.22886], [-1.24833, 2.77100, 0.67090], [-2.51318, 2.78304, -0.09289], [0.38223, 2.43704, 2.43684], [1.01881, 2.90677, 1.89346], [0.20678, 1.67737, 1.92387], [-0.16917, -0.50788, 2.73161], [-0.04586, -1.23993, 2.16335], [0.58579, -0.72666, 3.37358], [1.15936, -3.07305, 1.09821], [0.53535, -3.62316, 0.77437], [2.04842, -3.30398, 0.84874], [-2.31308, 1.14425, 2.34444], [-1.77345, 0.69509, 3.00706], [-2.07009, 0.93043, 1.45660], [-2.71711, -0.51797, -1.73598], [-2.57232, 0.43783, -1.65665], [-2.15656, -0.95041, -1.00482]],
  "atomic_forces_ev_per_a": [[0.47, 0.17, 0.50], [-0.51, -0.70, -3.52], [4.27, 1.11, 1.93], [-1.59, -0.21, -0.58], [-1.10, -0.30, -0.36], [-0.38, -0.20, 0.31], [0.19, 0.30, -0.34], [-0.40, 0.75, 2.34], [0.08, -0.39, 0.44], [-0.99, -0.43, -0.73], [-0.63, 0.48, 1.41], [0.12, -0.31, -0.79], [0.50, -0.25, -0.50], [0.38, 1.54, 0.44], [0.25, 0.29, 0.11], [-0.45, -1.80, -0.57], [2.08, 0.25, 2.47], [-0.09, -1.43, -1.49], [-1.64, 0.93, -1.04], [2.28, 3.56, 2.45], [-2.57, -3.05, -1.86], [0.09, -0.38, -0.53], [-1.14, 0.84, 1.06], [0.16, -0.16, -0.79], [0.57, -0.61, -0.45], [1.26, -0.90, 1.63], [0.14, -0.35, 0.09], [-1.39, 1.24, -1.65]],
  "mulliken_charge": [-0.4952, -0.5724, 0.8115, -0.6231, -0.4861, 0.2662, 0.1632, 0.2796, 0.3203, 0.3317, -0.6128, 0.3278, 0.3245, -0.5844, 0.3065, 0.2811, -0.5904, 0.2652, 0.3079, -0.5629, 0.2752, 0.2812, -0.6202, 0.3366, 0.2795, -0.6271, 0.3104, 0.3062]
}